No. 1
Formula: C54H78N2O30
Source: OMol25
Level of theory: ωB97M-V with the def2-TZVPD basis set

```
! RIJCOSX wB97M-V def2-TZVPD def2/J DEFGRID3
* xyz 0 1
O 3.119 -40.352 -7.239
O 10.744 -33.427 -4.170
O 4.371 -31.280 -9.570
O 2.939 -41.588 -2.263
O -1.527 -33.765 -9.579
O 5.176 -32.251 -11.367
O 10.966 -36.307 -10.674
O 8.717 -38.356 -6.595
O 15.266 -30.535 -11.339
O 10.362 -35.159 -5.505
O 5.517 -32.507 -5.016
O 2.681 -39.888 -14.075
O 1.766 -38.625 -12.438
O 3.824 -33.783 -5.735
O 3.838 -32.934 -3.623
O 3.423 -34.990 -10.100
O 1.917 -40.846 -12.261
O -0.313 -31.929 -9.927
O 6.617 -39.172 -6.712
O 1.299 -33.032 -7.150
O 10.879 -39.098 -15.386
O 8.933 -34.390 -9.528
O 11.460 -31.852 -14.350
O 8.002 -39.203 -8.507
O 6.568 -31.696 -9.701
O -2.518 -31.766 -9.457
O 8.784 -33.620 -5.344
O 13.746 -34.198 -7.513
O 7.271 -35.180 -13.050
O -2.323 -35.112 -3.563
N 3.738 -39.639 -4.472
N 6.228 -35.234 -10.512
C 10.401 -32.698 -14.083
C 3.789 -32.189 -11.677
C 10.035 -33.729 -14.962
C 0.573 -34.921 -5.850
C 10.886 -38.552 -14.098
C 5.297 -36.289 -10.870
C 8.673 -33.340 -12.537
C 3.793 -39.459 -3.029
C -2.914 -34.057 -9.388
C 6.854 -35.571 -9.243
C 8.938 -34.504 -14.629
C 9.671 -37.347 -12.410
C 4.062 -40.703 -2.196
C 9.675 -38.149 -13.549
C 3.967 -36.301 -10.095
C 2.483 -40.218 -4.946
C 3.048 -39.919 -8.583
C 2.868 -41.287 -14.313
C 9.918 -33.530 -9.032
C -1.497 -34.723 -4.606
C 11.578 -35.484 -4.863
C 7.646 -38.924 -7.232
C -0.813 -32.954 -6.101
C 2.202 -39.733 -6.381
C 12.100 -37.461 -12.378
C 13.820 -31.258 -9.594
C 15.660 -32.640 -10.242
C 11.967 -34.133 -4.194
C 10.887 -37.034 -11.823
C 14.900 -31.484 -10.399
C 15.266 -33.560 -9.280
C 5.472 -31.705 -10.199
C 3.246 -42.883 -1.837
C 5.816 -32.764 -6.399
C 12.117 -38.226 -13.545
C 2.066 -39.690 -12.874
C 4.501 -33.310 -6.884
C 9.904 -38.612 -7.394
C 2.615 -41.909 -12.928
C 14.201 -33.259 -8.389
C 0.338 -33.666 -6.404
C 3.263 -31.422 -10.470
C 7.805 -34.531 -8.665
C -0.341 -35.470 -4.947
C 9.880 -33.973 -5.071
C 2.089 -34.977 -9.644
C 9.232 -38.588 -8.758
C 13.452 -32.115 -8.556
C -1.759 -33.549 -5.275
C 9.783 -32.545 -12.864
C 8.282 -34.327 -13.408
C -1.380 -32.414 -9.711
C 4.340 -33.099 -4.687
C -3.537 -32.715 -9.084
H -2.704 -33.057 -5.073
H -1.727 -35.625 -3.004
H 10.962 -33.731 -9.279
H 8.531 -35.307 -15.233
H 10.640 -33.769 -15.859
H 10.156 -31.734 -12.251
H 4.166 -43.242 -2.333
H 13.186 -30.377 -9.614
H 1.128 -39.838 -6.588
H 7.360 -36.534 -9.189
H 3.829 -32.527 -7.246
H 13.057 -37.247 -11.924
H 10.374 -38.530 -15.970
H 2.358 -41.303 -4.949
H 5.795 -37.262 -10.896
H 8.760 -38.553 -13.961
H 9.837 -39.081 -9.521
H 4.911 -36.303 -11.897
H 2.122 -41.524 -15.067
H -2.974 -34.791 -8.588
H 8.741 -36.963 -12.011
H 2.383 -31.890 -10.030
H 10.260 -35.657 -10.562
H 2.329 -38.642 -6.355
H -4.394 -32.502 -9.714
H 12.453 -34.183 -3.226
H 2.531 -43.601 -2.242
H 1.497 -35.757 -10.131
H -3.715 -32.685 -8.009
H 1.498 -35.429 -6.082
H 10.213 -39.616 -7.103
H 12.489 -32.027 -8.072
H 3.902 -41.494 -14.576
H 4.165 -40.377 -1.152
H 4.104 -36.737 -9.100
H 4.513 -40.222 -4.766
H 4.058 -39.778 -8.975
H 5.672 -34.386 -10.556
H -0.140 -36.405 -4.442
H 12.591 -33.615 -4.931
H 9.841 -33.519 -7.935
H 8.093 -34.788 -7.641
H 7.038 -35.028 -12.089
H 15.799 -34.501 -9.230
H 9.786 -32.465 -9.275
H 2.036 -42.827 -12.965
H 6.517 -33.605 -6.415
H 11.436 -36.233 -4.084
H 3.579 -31.671 -12.611
H -1.073 -32.000 -6.542
H 3.021 -30.389 -10.731
H 16.503 -32.808 -10.896
H 2.127 -34.965 -8.549
H 6.111 -35.655 -8.435
H 11.622 -31.735 -15.288
H 14.457 -30.245 -11.775
H 3.267 -36.873 -10.712
H 9.178 -37.566 -9.144
H 7.389 -33.521 -8.600
H 4.618 -34.142 -7.576
H 13.070 -38.483 -13.979
H 1.527 -34.056 -9.830
H 8.199 -33.145 -11.587
H 12.343 -35.744 -5.588
H 3.509 -42.072 -12.330
H -3.267 -34.428 -10.355
H 6.336 -31.962 -6.915
H 0.888 -32.461 -7.811
H 2.595 -38.930 -8.692
H 14.224 -35.026 -7.453
H 3.072 -38.759 -2.609
H 3.426 -33.217 -11.724
H 3.442 -42.934 -0.761
H 4.727 -38.911 -2.828
H 10.714 -37.895 -7.320
H 1.729 -39.747 -4.311
H 4.998 -41.194 -2.471
H 2.509 -40.686 -9.143
*
```

Computed properties:
Gap between HOMO and LUMO = 7.739 eV
E_LUMO = 0.26 eV
HOMO level = -7.48 eV
Structure (SMILES) = Oc1ccc(O)cc1.Oc1ccc(O)cc1.Oc1ccc(O)cc1.Oc1ccc(O)cc1.COCCNCCOC.COCCNCCOC.O=C1OCCO1.O=C1OCCO1.O=C1OCCO1.O=C1OCCO1.O=C1OCCO1.O=C1OCCO1
Energy = -121663.567 eV



No. 2
Formula: C54H84N22OPS
Source: OMol25
Level of theory: ωB97M-V with the def2-TZVPD basis set

```
! RIJCOSX wB97M-V def2-TZVPD def2/J DEFGRID3
* xyz -1 1
S 3.031 -1.732 0.406
P 1.503 -0.261 1.076
O 1.304 0.200 -0.600
N -3.949 -7.180 2.030
N -0.766 -1.440 -8.635
N -3.040 -0.511 -3.849
N 6.303 -6.131 3.146
N 8.324 4.207 -1.136
N 2.560 -5.592 -0.087
N 5.110 -8.549 -3.651
N -4.569 -3.155 6.263
N -4.447 3.506 3.686
N -4.508 7.714 6.147
N -0.187 6.777 -3.878
N 5.183 3.944 -12.501
N 2.510 8.446 -8.309
N 2.947 4.895 -2.810
N 6.081 0.996 -9.006
N 0.542 3.734 1.556
N -6.738 -0.963 2.368
N 3.366 -1.364 -5.202
N -0.955 -8.861 -2.953
N -2.216 -9.534 5.948
N -2.409 8.083 9.297
N -7.948 1.186 7.426
C 1.453 7.096 -5.911
C 5.875 5.129 -0.844
C 6.364 2.091 -8.788
C 4.031 1.700 -11.750
C -0.842 -1.887 3.391
C 7.252 4.609 -1.007
C -1.706 -1.595 -7.988
C 6.556 -5.029 3.370
C -5.398 5.925 4.106
C 2.477 -8.501 -3.650
C -8.620 0.472 8.029
C -4.846 -9.381 5.916
C -0.791 -2.607 4.670
C 4.679 2.961 -12.173
C -4.689 -3.596 3.670
C 2.149 9.520 -8.511
C 0.992 -4.213 3.828
C -0.696 -7.763 -2.718
C -0.352 -6.354 -2.420
C 0.723 5.053 -1.405
C -4.621 -3.350 5.128
C 1.995 -5.386 3.960
C -2.916 -1.793 -7.157
C -3.382 8.131 9.910
C -0.609 3.763 1.566
C -3.428 7.368 6.361
C -2.043 -6.702 3.782
C 6.727 3.499 -8.507
C 5.018 -6.360 0.436
C 0.106 -3.747 4.904
C 3.635 -5.929 0.144
C 3.958 -8.528 -3.651
C -0.575 -1.306 -3.377
C -2.045 6.924 6.636
C 0.926 -3.479 2.557
C -4.633 8.189 10.696
C 3.503 0.709 -6.822
C -2.089 3.796 1.584
C 0.530 6.917 -4.767
C -3.369 -9.467 5.935
C 0.046 -2.340 2.314
C 2.322 1.200 -2.630
C 0.088 -1.602 0.938
C -7.282 -0.305 4.866
C -6.975 -0.679 3.466
C 2.243 1.174 -1.029
C 1.683 10.901 -8.770
C 6.878 -3.614 3.660
C -1.961 -0.859 -3.642
C 1.974 4.964 -2.197
C -3.109 -6.981 2.794
C 3.425 -0.453 -5.910
C -4.866 4.565 3.866
C -9.481 -0.448 8.806
H -1.210 -5.848 -1.980
H -1.631 7.500 7.463
H -5.271 -10.368 5.737
H 2.440 -2.421 -0.621
H 4.438 1.244 -6.662
H 2.420 -5.574 2.948
H -5.207 -9.004 6.872
H -0.137 -0.708 -2.574
H -3.816 -3.164 3.179
H -4.998 6.615 3.364
H -4.712 -4.669 3.478
H 3.459 0.372 -7.857
H 5.899 6.214 -0.750
H 6.009 -3.120 4.092
H -2.177 -5.703 4.198
H 5.641 -6.234 -0.450
H 1.568 -6.311 4.409
H 7.157 -3.103 2.740
H -2.454 4.450 0.792
H 1.120 7.925 -6.527
H -5.106 6.268 5.108
H 4.788 0.987 -11.425
H -6.486 5.915 4.032
H 5.422 4.704 0.051
H 3.471 1.272 -12.581
H 0.771 4.368 -0.557
H -9.033 -0.640 9.780
H -4.778 9.196 11.085
H 1.474 6.190 -6.514
H -5.479 7.926 10.061
H -5.166 -8.705 5.122
H 2.457 7.304 -5.546
H -2.484 2.793 1.429
H -2.991 -2.838 -6.857
H -2.041 5.867 6.901
H 0.471 0.662 1.497
H 7.707 -3.562 4.365
H -1.427 -2.265 5.509
H 2.508 0.756 1.320
H 2.088 -9.506 -3.803
H -2.859 -1.170 -6.264
H -1.068 -6.758 3.300
H -0.067 -5.840 -3.338
H 7.576 3.532 -7.825
H 0.482 -6.316 -1.717
H 1.870 11.164 -9.810
H 5.028 -7.407 0.734
H -2.087 -7.435 4.587
H 0.149 -4.274 5.877
H -2.439 4.169 2.543
H -0.130 4.788 -2.028
H 5.271 4.860 -1.710
H -6.840 -1.033 5.547
H -0.574 -2.354 -3.080
H -5.588 -3.136 3.262
H -0.912 -1.135 0.749
H 3.349 1.894 -10.924
H -3.804 -1.521 -7.725
H 2.118 -7.854 -4.449
H 0.030 -1.192 -4.277
H -8.360 -0.285 5.015
H -9.590 -1.391 8.272
H 1.912 2.176 -0.639
H 0.615 10.975 -8.569
H 0.590 6.069 -1.035
H 3.292 0.970 -0.689
H -1.517 -1.015 3.255
H 5.883 4.014 -8.051
H -4.579 7.488 11.528
H 5.423 -5.758 1.244
H 3.389 1.074 -2.933
H 2.859 -5.086 4.615
H 1.603 -3.789 1.735
H 2.669 1.384 -6.630
H 1.753 -0.715 2.436
H -10.465 -0.002 8.947
H 2.116 -8.122 -2.695
H -6.874 0.679 5.085
H 1.767 0.301 -2.974
H 0.314 -2.393 0.185
H 2.217 11.597 -8.125
H 6.994 4.002 -9.436
H -1.425 7.070 5.751
H 1.891 2.168 -2.969
*
```

Computed properties:
Gap between HOMO and LUMO = 5.657 eV
E_LUMO = 1.39 eV
HOMO level = -4.26 eV
Energy = -112306.474 eV



No. 3
Formula: C54H87N2O28
Source: OMol25
Level of theory: ωB97M-V with the def2-TZVPD basis set

```
! RIJCOSX wB97M-V def2-TZVPD def2/J DEFGRID3
* xyz 1 1
O -9.066 -7.043 -2.773
O -0.953 0.724 4.821
O 6.357 1.394 5.230
O 4.906 1.024 6.931
O 8.553 1.984 9.439
O -6.783 -9.640 -5.258
O -5.867 0.310 -4.460
O -2.903 -1.599 0.879
O 9.834 0.965 7.899
O -7.066 -5.989 -2.643
O -0.701 -1.114 1.077
O -1.508 5.614 -4.012
O -4.933 -1.725 -4.118
O 10.185 0.559 10.098
O 2.910 -0.466 -5.977
O 3.090 -2.945 6.693
O -0.346 1.199 6.931
O 4.544 -4.494 5.907
O 4.539 -1.886 -5.305
O 4.294 0.553 4.822
O -7.542 -8.802 -7.201
O 1.106 1.568 5.235
O -5.321 -9.139 -6.913
O 4.187 -1.504 -7.508
O -2.259 0.183 2.090
O 5.300 -2.791 7.160
O -8.739 -5.061 -3.821
O -4.164 0.087 -3.009
N -4.299 5.256 -1.345
N -4.013 4.185 -0.622
C -0.895 -3.525 -3.048
C 3.512 0.738 6.964
C 3.936 -1.338 -6.181
C -3.670 0.265 1.958
C 8.773 1.602 7.197
C -1.956 -3.233 -1.859
C -1.737 0.910 6.961
C -6.443 -9.190 -6.497
C -2.879 -4.508 -1.514
C -8.357 -6.118 -3.052
C 0.378 6.984 -3.065
C 3.289 0.013 5.675
C -7.710 -4.084 -3.730
C -4.029 -4.045 -0.492
C 0.472 3.104 -1.098
C -4.377 1.479 -3.180
C 3.128 -0.875 -8.216
C -2.280 5.163 -2.926
C 0.871 3.828 2.283
C -1.845 -0.867 1.324
C -8.682 -9.225 -6.463
C 0.035 1.198 5.626
C -8.157 -9.331 -5.064
C -4.986 -0.555 -3.885
C 5.284 1.024 5.624
C 9.581 1.116 9.227
C 0.571 4.501 -0.312
C 6.381 -3.701 7.013
C 0.183 7.923 -1.765
C -1.820 3.902 -2.095
C -3.620 5.843 -2.458
C 4.405 1.056 0.310
C 2.255 4.611 2.517
C -1.050 6.990 -3.843
C 3.954 -0.572 -1.765
C 4.288 0.957 -1.309
C 2.616 0.133 -7.231
C 2.395 -0.866 -1.482
C 8.258 2.597 8.191
C -6.509 -4.895 -3.359
C -0.075 4.474 1.159
C -4.055 -1.128 1.564
C 3.772 2.457 0.847
C -1.957 0.183 5.669
C -0.319 -2.068 -3.488
C 4.337 2.899 2.283
C 4.207 -3.371 6.595
C -5.758 1.542 -3.761
C 5.964 -4.532 5.837
C 1.950 -2.291 -2.130
C 1.306 -2.069 -3.591
C -2.829 3.498 -0.943
C 3.256 3.558 3.267
C -0.470 3.122 -2.401
H 2.865 -2.970 -2.143
H 6.283 -4.100 4.884
H -8.233 -8.388 -4.516
H 1.645 -2.898 -4.320
H 0.119 3.642 -3.239
H -5.165 5.763 -1.065
H 2.641 2.321 0.796
H 4.765 1.980 2.835
H -1.989 0.302 7.830
H -9.022 -10.187 -6.858
H 0.164 2.294 -0.335
H -0.691 2.017 -2.660
H 1.698 4.752 -0.240
H 8.024 0.852 6.931
H -3.911 1.001 1.184
H -2.647 -2.403 -2.259
H 8.783 3.555 8.135
H 4.035 3.306 0.111
H 2.295 0.191 5.264
H -3.571 -3.956 0.549
H -7.582 -3.563 -4.680
H 5.253 1.315 -1.805
H 3.495 -0.413 -9.133
H -0.819 7.382 -4.904
H 3.447 -1.064 5.768
H -0.422 5.532 1.471
H 2.378 -1.628 -8.473
H 2.798 4.914 1.560
H -2.951 0.359 5.255
H 3.143 1.090 -7.299
H 2.565 2.789 3.773
H 1.530 2.802 -1.442
H -1.797 -0.895 5.762
H 6.476 -4.290 7.929
H 1.037 7.826 -1.016
H -6.535 1.584 -2.992
H 1.630 -1.053 -3.993
H -4.239 -1.772 2.429
H 9.139 2.075 6.285
H -1.813 7.699 -3.381
H 1.700 -0.082 -1.967
H 3.260 0.129 7.833
H 1.016 2.694 2.133
H 3.780 4.172 4.095
H 4.625 -1.265 -1.147
H -1.348 -4.106 -3.921
H 5.195 3.650 2.134
H 0.038 9.001 -2.145
H 5.472 0.920 0.688
H -4.131 0.576 2.897
H 1.159 -2.730 -1.426
H 3.711 0.231 0.709
H -9.493 -8.500 -6.551
H 7.317 -3.169 6.836
H 3.401 1.582 -1.712
H -5.887 2.386 -4.441
H 2.959 1.679 7.017
H 0.102 5.392 -0.864
H -2.511 2.564 -0.349
H -5.978 -5.280 -4.234
H -1.041 3.846 1.097
H 7.187 2.774 8.087
H 6.329 -5.558 5.900
H -4.941 -4.732 -0.477
H -0.566 -1.292 -2.669
H -2.232 -5.276 -0.971
H -8.654 -10.115 -4.491
H -0.013 -4.137 -2.633
H 2.121 5.557 3.142
H 0.286 3.918 3.279
H -2.292 1.851 7.012
H -4.008 6.775 -2.982
H -4.930 -1.151 0.913
H -4.381 -2.995 -0.789
H -0.829 7.622 -1.296
H -1.347 -2.869 -0.951
H -4.300 2.001 -2.226
H 0.597 5.892 -2.821
H -0.788 -1.711 -4.483
H 2.152 -0.892 -0.364
H -3.617 1.872 -3.863
H -3.274 -4.961 -2.488
H 4.111 -0.699 -2.904
H 1.238 7.363 -3.712
H 1.544 0.311 -7.336
H -5.809 -4.339 -2.734
H -7.979 -3.356 -2.959
*
```

Computed properties:
Gap between HOMO and LUMO = 6.177 eV
E_LUMO = -5.28 eV
Relative energy (zero: lowest compared OMol25 entry of this formula, charge and spin) = 7.5014 eV
HOMO level = -11.46 eV
Energy = -117704.950 eV



Which formula does entry 2 have? C54H84N22OPS



Which value of E_LUMO does entry 3 give? -5.28 eV



Number 1 is which compound? C54H78N2O30



Among the records above, which one has the lowest E_LUMO? C54H87N2O28